No. 1
23
Properties=species:S:1:pos:R:3:forces:R:3 method="wB97M-V/def2-TZVPD" spin_multiplicity=1 total_charge=+1 energy_ha=-706.9234 homo_lumo_gap_ha=0.32691 largest_force_ev_per_a=3.94 homo_ev=-12.13 e_above_lowest_kcal_mol=33.4 lumo_energy_ev=-3.236
H -0.00158 -0.30813 4.30867 0.51 -0.01 0.09
N -2.23002 1.16304 -0.72133 -0.54 -0.33 0.89
H -3.08709 0.64825 -0.49362 0.10 -0.09 -0.57
C 2.07098 -1.30578 0.16627 -2.12 0.18 -0.56
H -0.09692 -1.37582 0.66751 0.24 -0.19 0.33
H 1.13965 1.04273 1.81666 0.52 0.48 0.20
H -0.90022 1.72803 -2.13105 -0.20 0.50 -0.91
H 1.10767 0.91667 -0.60052 -0.11 0.14 -0.31
H -0.73381 -1.20925 -1.53301 -0.36 -0.10 1.27
C -1.48056 0.83332 -1.99581 1.26 -1.07 1.26
H -2.03742 0.44608 -2.86689 -0.12 0.65 0.74
H 0.32662 -0.30930 -2.42514 -0.84 0.60 1.13
H 1.83213 -0.50438 2.43889 -0.57 0.61 0.34
C -0.37731 -0.18329 -1.51486 1.23 0.30 -3.73
H -1.52659 0.87767 0.02800 -0.07 0.69 -0.50
C 0.94682 0.00568 2.02505 0.56 -0.76 -0.38
C 0.72857 -0.66188 0.65679 0.66 0.67 -0.48
S -0.48920 -0.07837 3.09592 -1.07 -0.05 -0.28
H -2.45180 2.15797 -0.58039 0.19 -0.37 -0.27
H 2.73892 -1.53493 0.98911 -0.03 -0.63 -0.25
N 0.29798 0.35772 -0.36992 -0.82 -1.10 1.58
H 1.68488 -2.12617 -0.46845 1.18 -0.12 0.42
H 2.53829 -0.57986 -0.49186 0.39 0.00 -0.03

***

No. 2
23
Properties=species:S:1:pos:R:3:forces:R:3 method="wB97M-V/def2-TZVPD" spin_multiplicity=1 total_charge=+1 energy_ha=-706.9162 homo_lumo_gap_ha=0.31026 largest_force_ev_per_a=3.21 homo_ev=-11.67 e_above_lowest_kcal_mol=37.9 lumo_energy_ev=-3.232
H -2.63518 -0.04525 3.22972 0.49 -0.58 -1.02
C -1.49298 -0.66808 0.86806 -0.66 -2.57 -0.15
H 3.73167 0.95405 -3.88498 -0.14 -0.07 0.16
S 2.39636 1.07661 -3.80247 -0.36 -0.14 -0.25
H 0.18085 1.21505 -1.78613 1.06 0.32 -0.54
N 0.54985 -0.18303 -0.31384 1.29 1.08 -0.86
H 1.47124 -0.26409 0.09346 -0.21 -0.67 0.33
H -1.83040 -1.55735 1.48600 0.12 1.31 -0.43
H -0.50305 1.12055 1.30707 -0.16 -0.04 -0.10
C 0.77423 0.29217 -1.72956 -2.92 -1.08 0.78
C -0.42695 -1.23081 -0.08384 1.82 -0.10 0.88
H -2.50119 1.54185 2.46976 0.15 -0.26 0.14
H -0.77086 -1.57331 -1.05862 -0.63 -0.07 0.31
H -0.13694 -0.13738 2.27634 0.06 0.16 -0.14
H -2.36774 -0.31697 0.33049 0.03 0.69 0.23
C -1.92053 0.69114 2.84753 -0.44 1.92 1.39
H 2.81731 0.82408 -1.53245 -0.15 -0.27 0.20
H 0.17939 -0.40917 -2.31635 0.04 0.00 -0.45
C 2.17452 0.23104 -2.19741 1.98 0.90 0.26
H 0.04699 -2.11062 0.43234 -0.32 0.66 -0.54
H 2.59578 -0.78729 -2.22348 -0.52 0.27 -0.04
N -0.91955 0.33352 1.81409 -0.63 -1.64 0.42
H -1.41279 1.00330 3.77427 0.10 0.20 -0.58

***

No. 3
23
Properties=species:S:1:pos:R:3:forces:R:3 method="wB97M-V/def2-TZVPD" spin_multiplicity=1 total_charge=+1 energy_ha=-706.9543 homo_lumo_gap_ha=0.35983 largest_force_ev_per_a=1.07 homo_ev=-12.89 e_above_lowest_kcal_mol=14.0 lumo_energy_ev=-3.100
H -1.93005 0.77567 -2.18232 0.43 0.05 -0.07
H 0.93183 0.39486 2.00897 -0.23 -0.04 -0.59
N 0.53436 -2.36564 0.68074 -0.18 0.24 0.50
S -1.19216 2.61103 -0.88890 0.21 -0.30 0.32
H 0.11401 1.54222 1.13307 -0.43 -0.09 -0.16
C -0.43771 -0.21536 -1.00020 -0.08 0.01 -0.77
H -0.28674 -3.17066 2.41267 -0.11 -0.26 0.15
H -0.07176 3.19307 -1.33372 0.00 0.08 0.05
H -0.26778 1.26100 -2.57678 0.08 -0.10 -0.35
C 0.75440 -0.04401 -0.07737 0.04 -0.16 -0.29
H -0.17497 -0.93170 -1.79507 0.17 0.10 0.31
N 0.26747 0.52905 1.22462 0.27 0.52 0.89
H -0.61242 0.07728 1.50159 0.14 0.10 -0.13
H 0.43372 -3.14044 0.04659 0.08 0.09 -0.22
H 1.44608 0.65904 -0.53842 0.17 0.22 0.35
C 1.46268 -1.34743 0.24375 0.37 -0.54 -0.35
C 0.68775 -2.86456 2.05204 -0.20 -0.10 -0.50
H -1.23708 -0.71997 -0.47474 -0.31 0.01 0.30
H 2.01298 -1.62322 -0.65190 -0.07 -0.22 -0.29
C -0.94144 1.02045 -1.76964 -0.51 -0.04 0.30
H 2.26632 -1.20649 0.97633 -0.15 0.23 0.15
H 1.01252 -2.06146 2.70290 0.26 0.11 0.15
H 1.38176 -3.70651 2.10848 0.06 0.11 0.23